# 1
Here is a 2-piece molecular cluster, C6H14N2O2 overall from the Open Molecules 2025 dataset. Energies are from ωB97M-V/def2-TZVPD.

Element x y z (Å)
C 0.7330 -2.6190 -0.4808
N 0.9701 -2.2941 0.8813
C 1.8590 -1.2741 1.2028
C 1.4989 -0.3354 2.3213
O 2.8155 -1.0743 0.4834
H -0.2723 -2.4755 -0.9071
H 1.3081 -2.1087 -1.2562
H 0.9241 -3.6859 -0.6824
H 0.3335 -2.5894 1.6145
H 2.1508 -0.5130 3.1718
H 1.6346 0.6816 1.9522
H 0.4487 -0.4703 2.5631
C -0.8690 1.6956 -2.7420
N -0.9778 1.2099 -1.4184
C -1.3851 1.9928 -0.3686
C -1.5122 1.2730 0.9470
O -1.7189 3.1586 -0.4347
H -0.9780 2.7991 -2.7905
H 0.0955 1.7312 -3.2404
H -1.6144 1.3256 -3.4539
H -0.5774 0.3385 -1.1388
H -1.4810 2.0071 1.7499
H -2.5088 0.8481 1.0713
H -0.8771 0.3785 0.9551

Its calculated total energy is -13524.111 eV. Its SMILES is CNC(C)=O.CNC(C)=O. Its HOMO energy is -9.788 eV.


# 2
Here is C23H44LaNP3Se as an isolated structure from the Open Molecules 2025 dataset. Energies are from ωB97M-V/def2-TZVPD.

Element x y z (Å)
La -1.2016 0.8491 -0.7854
P -1.8553 -1.7327 0.4184
P 1.2903 0.0170 1.3840
P 1.1420 -1.0170 -1.7161
H -3.3279 3.4789 -5.1089
C -3.6835 2.4520 -5.3138
C -3.5754 1.3738 -4.5258
H -3.2169 1.4483 -3.5096
C -3.4211 -1.9348 1.3656
C -0.8656 -2.9750 1.3350
C -2.2788 -2.7081 -1.0915
C 2.7572 1.1376 1.4736
C 0.7438 0.2022 3.1374
C 2.3058 -1.5318 1.6115
C 0.6489 -1.0168 -3.4914
C 1.4671 -2.8265 -1.5259
C 2.8776 -0.4280 -1.8937
H -4.2311 2.3481 -6.2744
H -3.9533 0.4120 -4.9100
H -4.2263 -1.3114 0.9497
H -3.2698 -1.6675 2.4216
H -3.7279 -2.9905 1.3040
H -0.4584 -2.5240 2.2473
H -0.0346 -3.3574 0.7325
H -1.5010 -3.8218 1.6272
H -2.6637 -2.0449 -1.8794
H -3.0684 -3.4227 -0.8278
H -1.4250 -3.2665 -1.4927
H 3.3426 0.9179 2.3736
H 2.4159 2.1744 1.5161
H 3.3906 1.0230 0.5890
H 1.6092 0.4148 3.7825
H 0.2464 -0.7060 3.4979
H 0.0360 1.0352 3.2179
H 2.9088 -1.4366 2.5252
H 2.9951 -1.6862 0.7743
H 1.6772 -2.4212 1.7127
H 1.4617 -1.4728 -4.0704
H 0.4897 0.0056 -3.8503
H -0.2684 -1.6057 -3.6283
H 1.9981 -3.1629 -2.4302
H 0.5176 -3.3752 -1.4463
H 2.0980 -3.0290 -0.6473
H 3.2619 -0.8197 -2.8485
H 3.5223 -0.7770 -1.0682
H 2.8655 0.6731 -1.9261
C 1.0765 3.3744 -2.9272
C -0.2428 3.3320 -3.4109
C -0.4732 3.0973 -4.7500
C 0.5653 3.2413 -5.6764
C 1.8499 3.5484 -5.2046
C 2.1161 3.6401 -3.8391
Se 1.3380 2.8828 -1.1669
H -0.9698 1.0309 -2.7222
H -1.0463 3.3764 -2.6823
H -1.4668 2.7814 -5.0487
H 0.4062 3.1308 -6.7557
H 2.6398 3.6974 -5.9367
H 3.1107 3.8362 -3.4463
N -3.2451 1.8542 0.8177
C -2.9172 2.2663 2.1613
C -2.7921 1.2935 3.1489
C -2.3444 1.6633 4.4132
C -2.0407 3.0100 4.6924
C -2.1443 3.9725 3.6735
C -2.5889 3.5999 2.4023
H -3.8355 1.0194 0.8205
H -3.7483 2.6090 0.3254
H -3.0186 0.2485 2.9193
H -2.2539 0.9047 5.1920
H -1.7380 3.2856 5.6965
H -1.8893 5.0178 3.8661
H -2.6688 4.3308 1.5891

Its calculated total energy is -120098.311 eV. The total charge is +3. Its HOMO energy (alpha / beta) is -16.382 / -16.385 eV.


# 3
Here is C2H8NO2 as an isolated structure from the Open Molecules 2025 dataset. Energies are from ωB97M-V/def2-TZVPD.

Element x y z (Å)
C -0.2256 0.3174 -0.2809
O 0.5712 -0.7686 -0.5858
C 0.4427 1.6254 0.2322
N 0.5188 2.0447 1.6128
H -0.7814 0.6111 -1.1891
H -0.9638 -0.0447 0.4558
H 0.3783 2.4333 -0.5055
H -0.4813 2.1014 1.1952
H 0.3748 1.1985 2.1677
H 1.4670 1.3471 -0.1109
H -1.8432 -3.0965 -0.8480
H 0.0067 -1.6188 -0.5309
O -0.9355 -2.7991 -0.9121

Its calculated total energy is -7786.341 eV. The total charge is -1. Its HOMO energy is -3.258 eV.


# 4
Here is a 2-piece molecular cluster, C4H13N2O2 overall from the Open Molecules 2025 dataset. Energies are from ωB97M-V/def2-TZVPD.

Element x y z (Å)
O -1.5831 1.7334 1.0084
C -0.6418 1.0200 1.2520
N -0.2925 0.7503 2.5926
C 0.7734 -0.1190 3.0507
C 0.3274 0.6811 0.1470
N -0.4689 0.1086 -1.0630
C -0.5329 -1.4049 -1.1965
H -0.5735 1.4215 3.3224
H 1.6792 0.4810 3.2201
H 0.4880 -0.7168 3.9236
H 0.8884 -0.9210 2.3178
H 0.7796 1.4989 -0.4126
H 1.1002 -0.0613 0.3284
H -0.0803 0.5279 -1.9599
H -1.4197 0.4907 -1.0978
H -1.1817 -1.6633 -2.0347
H -1.0170 -1.7594 -0.2893
H 0.4961 -1.7244 -1.3072
H 0.2381 0.4229 -4.5110
H 0.7287 -0.8035 -3.6659
O 0.2925 0.0373 -3.6252

Its calculated total energy is -11414.145 eV. As for the expectation value of S²: 0.772. The total charge is +2. Its spin multiplicity is 2. Its HOMO energy (alpha / beta) is -19.258 / -19.258 eV.


Computed values of ΔE to the lowest compared entry with this formula, charge and spin (unit: kcal/mol) for the preceding records, in sequence: 34.90; 51.55; 65.57; 25.58.